P:
Here is a single C3H3Cl2NS molecule from the Open Molecules 2025 dataset. Energies are from wB97M-V/def2-TZVPD.

Structure (XYZ):
```
10
Properties=species:S:1:pos:R:3
S -0.381 0.749 2.418
C 0.782 0.427 1.339
C 0.718 0.161 -0.201
Cl 1.299 -1.518 -0.402
N -0.490 0.565 -0.696
C -1.473 -0.107 -1.000
Cl -1.427 -1.853 -1.163
H 1.842 0.367 1.619
H 1.507 0.921 -0.538
H -2.377 0.289 -1.378
```

## Properties
gap between HOMO and LUMO = 0.3133 Ha
SMILES string = S=C[C@@H](Cl)/N=C\Cl
multiplicity = 1
E_HOMO = -9.2 eV

Q:
Here is 2 unconnected molecules or ions with the total composition C3H3Cl2NS from the Open Molecules 2025 dataset. Energies are from wB97M-V/def2-TZVPD.

Structure (XYZ):
```
10
Properties=species:S:1:pos:R:3
Cl -0.769 0.656 -3.282
C 0.065 1.261 -1.712
N 1.019 0.776 -1.158
Cl 1.999 -0.562 -1.800
H -0.343 2.156 -1.231
C 0.713 -0.312 1.219
C -0.327 -0.880 1.618
S -1.796 -1.364 2.243
H 1.401 0.076 0.521
H -1.962 -1.808 3.583
```

## Properties
gap between HOMO and LUMO = 0.3117 Ha
SMILES string = Cl/C=N\Cl.C#CS
multiplicity = 1
E_HOMO = -8.8 eV

Which is the most stable structure? P is the most stable.

P:
Here is 2 unconnected molecules or ions with the total composition C11H14N from the Open Molecules 2025 dataset. Energies are from wB97M-V/def2-TZVPD.

Structure (XYZ):
```
26
Properties=species:S:1:pos:R:3
C 3.274 -0.362 0.118
C 2.449 -0.429 1.228
C 2.857 -0.006 -1.132
C 1.143 0.032 1.088
C 1.535 0.370 -1.263
C 0.665 0.453 -0.205
C -3.068 -1.086 0.476
C -1.909 -1.308 0.045
C -1.267 1.971 0.713
C -0.713 1.001 -0.240
C -1.082 -2.390 -0.357
N -1.071 2.345 -0.726
H 4.365 -0.687 0.261
H 2.894 -0.741 2.206
H 3.311 -0.021 -2.051
H 0.529 -0.051 2.004
H 1.346 0.671 -2.320
H -3.986 -1.657 0.590
H -3.312 -0.064 0.773
H -2.279 1.974 1.167
H -0.728 2.614 1.444
H -1.790 -3.229 -0.691
H -0.533 -2.298 -1.309
H -0.603 -2.718 0.527
H -1.690 2.516 -1.447
H -0.337 3.100 -0.898
```

## Properties
gap between HOMO and LUMO (alpha / beta) = 0.2405 / 0.2788 Ha
charge = +1
multiplicity = 1
E_HOMO (alpha / beta) = -11.5 / -11.8 eV

Q:
Here is a gas-phase ion, C11H14N (charge +1) from the Open Molecules 2025 dataset. Energies are from wB97M-V/def2-TZVPD.

Structure (XYZ):
```
26
Properties=species:S:1:pos:R:3
C 3.730 -0.347 0.379
C 2.660 -1.271 0.360
C 3.620 0.994 0.013
C 1.406 -0.977 -0.175
C 2.388 1.309 -0.527
C 1.404 0.293 -0.720
C 0.101 -1.664 0.040
C 1.041 1.610 -0.816
C -1.055 -0.632 -0.046
C -1.486 -0.474 -1.506
C -1.829 1.527 0.858
N -0.700 0.660 0.566
H 4.669 -0.681 0.797
H 2.810 -2.225 0.846
H 4.428 1.694 0.147
H -0.082 -2.439 -0.707
H 0.118 -2.158 1.015
H 0.334 2.364 -1.068
H -1.904 -1.061 0.508
H -1.982 -1.386 -1.827
H -0.628 -0.307 -2.152
H -2.185 0.344 -1.635
H -2.565 1.047 1.511
H -1.467 2.427 1.350
H -2.328 1.810 -0.066
H -0.174 0.491 1.420
```

## Properties
gap between HOMO and LUMO (alpha / beta) = 0.2749 / 0.2749 Ha
charge = +1
multiplicity = 1
E_HOMO (alpha / beta) = -12.7 / -12.7 eV

Which is the most stable structure? Q is the most stable.

P:
Here is 2 unconnected molecules or ions with the total composition C5H14O from the Open Molecules 2025 dataset. Energies are from wB97M-V/def2-TZVPD.

Structure (XYZ):
```
20
Properties=species:S:1:pos:R:3
C 1.871 2.207 -0.355
C 0.698 1.325 0.013
C 0.644 0.768 1.440
H 2.271 1.928 -1.276
H 2.805 2.081 0.333
H 1.520 3.285 -0.329
H -0.275 1.773 -0.305
H 0.673 0.309 -0.675
H -0.152 0.068 1.592
H 1.628 0.158 1.663
H 0.567 1.489 2.263
C -0.783 -2.474 -0.638
C -1.579 -1.218 -0.718
O -1.696 -0.663 0.501
H -1.034 -2.868 -1.642
H -1.084 -3.205 0.130
H 0.318 -2.355 -0.544
H -1.125 -0.422 -1.347
H -2.751 -1.314 -1.178
H -2.517 -0.872 1.072
```

## Properties
gap between HOMO and LUMO = 0.4035 Ha
SMILES string = CCC.CCO
multiplicity = 1
E_HOMO = -10.2 eV

Q:
Here is 2 unconnected molecules or ions with the total composition C5H14O from the Open Molecules 2025 dataset. Energies are from wB97M-V/def2-TZVPD.

Structure (XYZ):
```
20
Properties=species:S:1:pos:R:3
C 0.234 0.351 -2.697
C -0.132 -0.478 -1.474
C -1.576 -0.914 -1.405
O 0.701 -1.671 -1.460
H 1.303 0.588 -2.705
H -0.492 1.082 -2.977
H 0.277 -0.437 -3.469
H 0.191 0.037 -0.558
H -2.258 -0.164 -1.815
H -1.751 -1.858 -1.951
H -1.869 -1.168 -0.388
H 1.535 -1.360 -1.133
C 0.060 0.344 3.243
C 0.947 1.151 2.302
H 0.611 -0.417 3.796
H -0.493 0.946 3.957
H -0.702 -0.243 2.713
H 2.041 1.095 2.332
H 0.701 2.213 2.424
H 0.674 0.902 1.268
```

## Properties
gap between HOMO and LUMO = 0.4093 Ha
SMILES string = CC(C)O.CC
multiplicity = 1
E_HOMO = -10.3 eV

R:
Here is 2 unconnected molecules or ions with the total composition C5H14O from the Open Molecules 2025 dataset. Energies are from wB97M-V/def2-TZVPD.

Structure (XYZ):
```
20
Properties=species:S:1:pos:R:3
C -0.465 -0.376 -0.304
C -1.911 -0.807 -0.333
C -2.868 0.382 -0.320
O -2.058 -1.588 -1.550
H -0.265 0.139 -1.248
H 0.173 -1.254 -0.377
H -0.310 0.211 0.590
H -2.153 -1.489 0.474
H -3.492 0.382 -1.223
H -3.528 0.415 0.539
H -2.344 1.343 -0.315
H -3.004 -1.681 -1.755
C 2.442 1.180 0.874
C 3.151 -0.109 0.517
H 3.094 2.030 0.983
H 1.620 1.515 0.248
H 2.062 1.140 1.895
H 3.997 -0.312 1.167
H 2.505 -0.985 0.690
H 3.356 -0.138 -0.552
```

## Properties
gap between HOMO and LUMO = 0.4131 Ha
SMILES string = CC(C)O.CC
multiplicity = 1
E_HOMO = -10.2 eV

Which is the most stable structure? R is the most stable.

P:
Here is 2 unconnected molecules or ions with the total composition C5H14O from the Open Molecules 2025 dataset. Energies are from wB97M-V/def2-TZVPD.

Structure (XYZ):
```
20
Properties=species:S:1:pos:R:3
C -1.291 -2.036 -0.265
C -0.841 -1.063 -1.402
C 0.266 -1.850 -2.110
H -1.636 -1.540 0.657
H -2.094 -2.700 -0.655
H -0.656 -2.685 0.318
H -0.455 -0.215 -0.872
H -1.549 -0.824 -2.127
H -0.145 -2.687 -2.692
H 1.169 -2.203 -1.572
H 0.709 -1.166 -2.854
C 1.360 1.349 0.283
C 0.063 1.618 1.072
O 0.195 2.138 2.442
H 1.505 0.199 0.019
H 2.277 1.611 0.897
H 1.763 1.941 -0.520
H -0.544 2.364 0.522
H -0.438 0.631 0.928
H 0.997 2.013 2.784
```

## Properties
gap between HOMO and LUMO = 0.4190 Ha
SMILES string = CCC.CCO
multiplicity = 1
E_HOMO = -10.5 eV

Q:
Here is 2 unconnected molecules or ions with the total composition C5H14O from the Open Molecules 2025 dataset. Energies are from wB97M-V/def2-TZVPD.

Structure (XYZ):
```
20
Properties=species:S:1:pos:R:3
C 1.683 -0.364 -0.537
C 1.310 0.191 0.821
C 0.226 -0.695 1.521
O 2.477 -0.081 1.697
H 2.482 0.015 -1.093
H 0.740 -0.307 -1.035
H 1.915 -1.349 -0.553
H 0.991 1.280 1.060
H -0.187 -0.329 2.465
H -0.493 -1.232 1.036
H 0.755 -1.524 2.023
H 2.956 0.729 1.687
C -2.804 0.274 -0.935
C -2.569 0.678 -2.423
H -2.036 0.642 -0.227
H -3.796 0.606 -0.605
H -2.874 -0.755 -0.707
H -3.214 1.512 -2.646
H -2.632 -0.155 -3.300
H -1.498 1.013 -2.366
```

## Properties
gap between HOMO and LUMO = 0.4112 Ha
SMILES string = CC(C)O.CC
multiplicity = 1
E_HOMO = -10.2 eV

R:
Here is 2 unconnected molecules or ions with the total composition C5H14O from the Open Molecules 2025 dataset. Energies are from wB97M-V/def2-TZVPD.

Structure (XYZ):
```
20
Properties=species:S:1:pos:R:3
C -2.009 -1.359 -0.702
C -0.564 -1.298 -0.310
C 0.192 -2.674 -0.391
H -2.676 -0.888 0.075
H -2.167 -2.415 -0.891
H -2.192 -0.804 -1.684
H -0.083 -0.817 -1.187
H -0.299 -0.807 0.583
H 0.166 -3.090 0.635
H -0.530 -3.316 -1.082
H 1.091 -2.752 -1.046
C 0.098 2.132 1.132
C 1.340 2.531 0.272
O 2.413 1.581 0.213
H 0.239 1.513 1.965
H -0.556 1.461 0.477
H -0.320 3.092 1.363
H 1.014 2.641 -0.796
H 1.778 3.441 0.507
H 3.065 1.828 0.868
```

## Properties
gap between HOMO and LUMO = 0.4127 Ha
SMILES string = CCC.CCO
multiplicity = 1
E_HOMO = -10.3 eV

S:
Here is 2 unconnected molecules or ions with the total composition C5H14O from the Open Molecules 2025 dataset. Energies are from wB97M-V/def2-TZVPD.

Structure (XYZ):
```
20
Properties=species:S:1:pos:R:3
C -1.217 0.282 2.181
C -1.390 -0.869 1.152
C -2.436 -0.663 0.085
H -0.191 0.678 2.081
H -1.881 1.094 1.864
H -1.407 0.061 3.232
H -1.584 -1.869 1.580
H -0.332 -1.055 0.823
H -2.001 -0.137 -0.790
H -3.218 0.003 0.548
H -3.026 -1.510 -0.221
C 2.815 0.865 -1.914
C 1.481 0.627 -1.180
O 1.546 -0.539 -0.329
H 3.518 1.284 -1.189
H 2.552 1.441 -2.808
H 3.185 -0.104 -2.217
H 1.268 1.355 -0.355
H 0.578 0.442 -1.813
H 1.740 -1.387 -0.731
```

## Properties
gap between HOMO and LUMO = 0.4049 Ha
SMILES string = CCC.CCO
multiplicity = 1
E_HOMO = -10.1 eV

Which is the most stable structure? S is the most stable.